{"formula": "C43H121N9O16", "method": "ωB97M-V with the def2-TZVPD basis set", "lumo_ha": 0.01970, "symbols": ["C", "O", "H", "H", "H", "H", "C", "C", "C", "O", "C", "N", "H", "H", "H", "H", "H", "H", "H", "H", "H", "H", "H", "C", "C", "C", "O", "C", "N", "H", "H", "H", "H", "H", "H", "H", "H", "H", "H", "H", "C", "C", "C", "O", "C", "N", "H", "H", "H", "H", "H", "H", "H", "H", "H", "H", "H", "C", "C", "C", "O", "C", "N", "H", "H", "H", "H", "H", "H", "H", "H", "H", "H", "H", "C", "C", "C", "O", "C", "N", "H", "H", "H", "H", "H", "H", "H", "H", "H", "H", "H", "C", "C", "C", "O", "C", "N", "H", "H", "H", "H", "H", "H", "H", "H", "H", "H", "H", "C", "C", "C", "O", "C", "N", "H", "H", "H", "H", "H", "H", "H", "H", "H", "H", "H", "C", "C", "C", "O", "C", "N", "H", "H", "H", "H", "H", "H", "H", "H", "H", "H", "H", "C", "C", "C", "O", "C", "N", "H", "H", "H", "H", "H", "H", "H", "H", "H", "H", "H", "C", "C", "O", "O", "H", "H", "H", "H", "H", "H", "C", "C", "O", "O", "H", "H", "H", "H", "H", "H", "C", "C", "O", "O", "H", "H", "H", "H", "H", "H"], "positions_angstrom": [[-0.682705, 2.159727, 3.572740], [0.478765, 1.716207, 2.857130], [-0.974575, 1.351067, 4.242800], [-0.521105, 3.069567, 4.150830], [-1.454405, 2.177757, 2.803160], [0.306575, 1.019517, 2.219490], [1.939535, 3.073877, 9.541000], [0.861705, 3.078127, 8.414860], [0.289785, 1.598357, 8.174740], [1.368735, 0.732097, 7.720680], [1.898735, 0.988397, 6.405860], [-0.246365, 3.855577, 8.871350], [2.302435, 4.095267, 9.655760], [2.734625, 2.347277, 9.373770], [1.425285, 2.805177, 10.463750], [1.285355, 3.504427, 7.505520], [-0.403795, 1.658027, 7.336000], [-0.326315, 1.152987, 8.955860], [2.695685, 0.257387, 6.269480], [2.352505, 1.979257, 6.386190], [1.170605, 0.857497, 5.605370], [0.040675, 4.823927, 8.867940], [-0.597035, 3.551267, 9.768310], [-4.862325, -2.103023, -3.430560], [-4.201405, -1.495813, -2.190830], [-4.602335, -0.072403, -1.879070], [-4.019455, 0.322537, -0.650590], [-4.275705, 1.568987, -0.149820], [-4.513905, -2.410893, -1.110020], [-5.839015, -2.448133, -3.091330], [-4.304655, -3.024243, -3.599240], [-5.014725, -1.418593, -4.265080], [-3.117905, -1.466463, -2.305950], [-5.690545, -0.029503, -1.833840], [-4.163255, 0.596337, -2.619410], [-5.304405, 1.602047, 0.209040], [-4.002205, 2.304437, -0.906400], [-3.702115, 1.832987, 0.738660], [-5.501195, -2.560733, -0.958660], [-4.220765, -1.723203, -0.430860], [3.776495, 2.796137, -0.185780], [2.898255, 2.828437, 1.116300], [3.699805, 3.452307, 2.381070], [4.515895, 4.525967, 1.878580], [5.450915, 5.061837, 2.801080], [1.730615, 3.602767, 0.904510], [3.103235, 2.361637, -0.924730], [4.651385, 2.156017, -0.072130], [4.037985, 3.813477, -0.476880], [2.749975, 1.799937, 1.445390], [4.338765, 2.669437, 2.789640], [3.047385, 3.803107, 3.180690], [6.436225, 5.279487, 2.388900], [5.456155, 4.323737, 3.603130], [4.992035, 6.022477, 3.034950], [1.928295, 4.588007, 0.802940], [1.187125, 3.649797, 1.754510], [2.601245, -2.096573, 4.076220], [2.758105, -2.851533, 2.686500], [1.691175, -2.511833, 1.572540], [0.318305, -2.503543, 2.038460], [-0.247375, -3.834233, 2.010300], [4.106275, -2.768643, 2.277990], [3.438545, -2.455413, 4.674770], [1.599255, -2.191323, 4.494720], [2.686915, -1.029663, 3.870150], [2.607345, -3.891083, 2.977560], [1.901585, -3.069843, 0.660150], [1.894595, -1.496633, 1.231830], [0.318475, -4.527883, 2.632200], [-0.293765, -4.246823, 1.002470], [-1.219205, -3.815763, 2.503550], [4.160265, -3.228533, 1.380390], [4.487875, -1.839863, 2.169140], [-5.542255, -6.667043, -0.792040], [-4.509395, -6.504463, -1.966300], [-3.091785, -6.621453, -1.429150], [-2.074295, -6.333183, -2.318000], [-1.630945, -5.011943, -2.215860], [-4.686505, -7.496403, -3.008380], [-5.510755, -7.647483, -0.316820], [-6.509295, -6.571243, -1.285740], [-5.489595, -5.818143, -0.110350], [-4.601025, -5.480813, -2.329410], [-2.859565, -7.637403, -1.109780], [-3.094795, -5.973913, -0.552340], [-1.027875, -4.685123, -3.062970], [-1.214745, -4.756733, -1.241310], [-2.469275, -4.327233, -2.344240], [-4.340725, -7.168633, -3.898950], [-5.661235, -7.380883, -3.246440], [-5.680915, -6.724603, 4.183600], [-4.373365, -6.713403, 3.435490], [-3.532945, -5.436063, 3.833000], [-3.993495, -4.092123, 3.562790], [-4.240535, -3.991263, 2.145260], [-3.654845, -7.971063, 3.797100], [-6.281785, -7.612293, 3.985940], [-6.319735, -5.965063, 3.732920], [-5.583325, -6.586153, 5.260360], [-4.625575, -6.837423, 2.382350], [-2.524695, -5.513853, 3.426220], [-3.467395, -5.479483, 4.920170], [-5.220215, -4.466003, 2.091080], [-3.559685, -4.464803, 1.437940], [-4.260095, -2.946603, 1.834750], [-3.301975, -7.937133, 4.742850], [-4.204755, -8.818073, 3.780480], [-2.851255, 4.921977, -0.648460], [-2.056905, 6.071877, -0.059850], [-1.353245, 5.694247, 1.197000], [-2.375225, 5.205797, 2.082050], [-3.062705, 6.127487, 2.939630], [-1.155305, 6.566747, -1.058660], [-2.114325, 4.233287, -1.061660], [-3.323515, 5.243677, -1.576680], [-3.620475, 4.540497, 0.023010], [-2.769165, 6.871517, 0.143550], [-0.897605, 6.604007, 1.587930], [-0.557055, 4.996437, 0.937700], [-3.015245, 7.122087, 2.496220], [-2.680815, 6.126097, 3.960550], [-4.094105, 5.775537, 2.960380], [-0.514215, 5.838817, -1.340140], [-0.538065, 7.160427, -0.523260], [4.636155, 2.573567, -5.856300], [3.225645, 2.584757, -6.563420], [2.824115, 4.008847, -7.102520], [2.515695, 4.956497, -6.092910], [2.520595, 6.293707, -6.550260], [3.338335, 1.589287, -7.626760], [4.511025, 2.496507, -4.776250], [5.088135, 3.479677, -6.259770], [5.226485, 1.703057, -6.142320], [2.511755, 2.373677, -5.767250], [1.945915, 3.828957, -7.722590], [3.587575, 4.275597, -7.833330], [1.739505, 6.436077, -7.297070], [3.446655, 6.582637, -7.047280], [2.467945, 7.050777, -5.767850], [4.020115, 0.884707, -7.384180], [3.525455, 2.036857, -8.512630], [6.976385, -2.797993, -0.775950], [5.578045, -2.271633, -0.954100], [5.505295, -1.093433, -1.990290], [4.172585, -0.673473, -2.096100], [3.998825, 0.237597, -3.127070], [4.686195, -3.352463, -1.407980], [7.610855, -1.997493, -0.395480], [7.334615, -3.067513, -1.769490], [6.957725, -3.664063, -0.114390], [5.140045, -1.824823, -0.061570], [5.873655, -1.435373, -2.957490], [6.067885, -0.223673, -1.650990], [4.810425, 0.935607, -3.332450], [3.153395, 0.906347, -2.965430], [3.848185, -0.287543, -4.070280], [4.945795, -3.664813, -2.332720], [3.824655, -2.848773, -1.563360], [-0.522795, -1.716163, -4.933090], [-1.365285, -2.467773, -5.946250], [-1.827865, -1.576723, -6.887630], [0.022135, -2.501923, -3.871100], [-1.186205, -0.987023, -4.467970], [0.310695, -1.279853, -5.483580], [-2.255455, -2.887783, -5.477970], [-0.889255, -3.360653, -6.351550], [-1.679475, -1.745233, -7.821010], [0.314915, -1.904823, -3.178750], [0.753105, 0.319607, -0.801920], [-0.562235, -0.141983, -0.179530], [-0.408405, -0.264923, 1.228750], [0.596485, 0.077887, -2.210830], [1.544585, -0.323683, -0.417440], [0.843185, 1.402217, -0.712810], [-1.045345, -1.061203, -0.510810], [-1.418555, 0.454827, -0.493600], [-0.261615, -1.195763, 1.412020], [0.270295, 0.885887, -2.613730], [0.938895, 4.176377, -3.227050], [-0.268435, 3.578347, -3.966660], [-0.695705, 2.335867, -3.476280], [0.560255, 4.627277, -1.951770], [1.439035, 4.966827, -3.786650], [1.575515, 3.295777, -3.141400], [0.188275, 3.436027, -4.946080], [-1.052375, 4.326677, -3.850310], [-1.650445, 2.431207, -3.445180], [0.816065, 3.903547, -1.375260]], "atomic_forces_ev_per_a": [[0.1, -2.1, -1.3], [1.3, 1.6, 1.3], [-0.2, 0.1, 0.5], [0.1, 0.1, -0.5], [-0.5, 0.9, 0.4], [-0.9, -0.5, -0.2], [-0.5, -0.3, -0.7], [0.0, -2.5, 1.9], [1.8, 1.2, -2.6], [-0.6, -0.1, 0.5], [-0.1, -0.1, 1.2], [-0.8, 0.9, -1.1], [0.3, -0.1, 0.0], [0.2, 0.2, -0.1], [0.1, -0.1, 0.1], [-0.3, -0.2, -0.1], [-0.3, 0.3, -0.2], [0.8, 0.0, 0.6], [-0.1, 0.0, 0.0], [-0.1, 0.1, -0.3], [-0.2, 0.2, 0.0], [-0.4, 0.2, 0.5], [0.2, 0.2, 0.1], [-0.1, 0.3, 0.8], [-0.5, -0.5, -1.4], [0.2, 0.7, 0.1], [1.0, -2.5, 0.4], [-0.6, 1.1, 0.1], [1.3, 0.8, 0.8], [-0.3, 0.1, -0.2], [0.0, 0.2, -0.8], [0.4, -0.3, -0.2], [0.2, -0.3, 0.0], [-0.3, 0.4, -0.1], [-0.5, 0.1, -0.6], [-0.4, 0.6, -0.4], [-0.5, 0.5, 0.0], [0.5, -0.6, -0.1], [-0.3, 0.2, -0.3], [0.0, -0.9, 1.9], [-1.2, 0.0, 1.1], [3.1, 1.0, 1.6], [0.8, -0.3, -2.1], [-0.2, -0.8, -0.8], [-1.5, 0.0, -0.1], [-1.8, 0.5, -0.5], [0.2, -0.1, -0.3], [0.0, 0.2, 0.0], [0.2, -0.2, 0.0], [-0.9, 0.0, -0.3], [0.3, -0.1, 0.2], [-0.4, 0.0, -0.1], [0.0, -0.5, -0.3], [0.7, 0.6, 0.6], [0.4, 0.1, 1.0], [0.8, 0.2, -0.6], [-0.4, -0.9, 0.2], [-0.2, 0.1, -2.2], [-2.2, 0.0, 2.0], [0.9, 1.3, 1.2], [1.0, -2.0, -0.6], [0.1, 0.1, 0.7], [0.9, -0.2, -1.0], [-0.4, 0.1, 0.3], [0.2, -0.5, 0.2], [0.3, 0.2, 0.1], [-0.2, -0.3, -0.2], [-0.5, -0.8, 0.1], [-0.1, 0.3, 0.4], [0.4, 0.1, -0.1], [-0.1, 0.2, -0.1], [-0.2, 0.4, -0.4], [0.6, -0.2, -0.3], [-0.3, 0.3, 0.1], [0.2, 0.2, -1.8], [0.9, 0.0, 1.2], [-0.6, -0.6, 1.1], [0.9, 0.3, -0.8], [-0.9, 1.3, -0.8], [-1.5, 0.1, -0.5], [0.2, 0.1, 0.1], [-0.3, -0.1, 0.2], [0.3, -0.2, 0.2], [-0.2, 0.3, -0.1], [-0.5, -0.2, 0.2], [0.5, 0.2, 0.3], [0.7, -0.7, 0.3], [0.5, -0.2, 0.1], [-0.5, 0.2, 0.3], [1.1, 0.1, 0.0], [-0.8, -0.7, 0.1], [-1.2, 0.7, -0.6], [-0.4, -1.0, 0.9], [0.1, -0.3, 0.2], [0.7, -1.4, -1.1], [-1.1, 0.3, 0.7], [1.4, 0.8, -0.1], [0.4, -0.4, 0.1], [-0.2, 0.6, 0.5], [0.0, 0.1, -0.1], [0.4, 0.5, -0.2], [0.1, -0.3, -0.1], [0.1, 0.0, 0.1], [-0.2, 0.2, -1.0], [0.5, -0.5, 0.5], [-0.3, 0.0, 0.4], [0.1, 0.3, 0.2], [-0.5, 0.3, -0.4], [0.2, 0.4, -0.8], [-1.3, -0.1, -1.0], [-1.3, 0.8, 0.6], [0.8, -0.7, 0.7], [0.4, -0.5, -1.0], [0.6, 0.8, 0.1], [-0.1, -0.9, 0.6], [-0.4, 0.4, 0.1], [0.4, -0.4, -0.1], [-0.1, 0.2, 0.3], [0.3, 0.1, 0.4], [-0.2, -0.6, 0.6], [-0.1, 0.2, 0.2], [0.3, 0.0, 0.0], [-0.1, 0.2, 0.1], [-0.2, -0.3, -0.3], [0.3, 0.8, -0.3], [-1.2, 0.6, -0.3], [1.7, 0.5, 1.1], [-0.3, -1.7, -0.4], [0.9, -0.3, 0.2], [0.3, 0.3, -0.8], [-1.6, 0.5, -0.1], [0.3, 0.8, 0.0], [0.7, 0.0, 0.8], [-0.1, 0.1, -0.1], [-0.5, -0.6, -0.4], [-0.5, 0.1, -0.1], [0.5, 0.8, 0.3], [-0.3, 0.2, 0.1], [0.4, -0.5, -0.2], [-0.6, -0.6, 0.5], [-0.1, 0.2, -0.4], [0.2, -0.3, -0.1], [-0.2, 0.6, -0.1], [-0.6, 0.8, -1.5], [0.4, -0.6, 1.0], [-0.3, 0.0, 0.6], [-0.5, 0.7, -1.2], [-0.3, 0.6, 0.8], [0.2, -0.2, 0.2], [0.3, -0.3, 0.1], [0.2, 0.1, -0.1], [0.1, -0.3, 0.3], [0.2, -0.1, -0.3], [0.6, 0.0, 0.0], [0.7, -0.2, 0.6], [-0.3, -0.5, 0.3], [-0.2, -0.1, -0.2], [0.4, -0.2, -0.2], [-0.6, -0.3, -0.1], [0.4, 0.0, 0.5], [-0.3, -1.9, 0.9], [-0.6, 1.8, -1.0], [-0.5, -0.9, -0.6], [0.2, 0.6, -0.3], [-0.1, 0.6, 0.0], [-0.1, 0.0, 0.5], [0.6, 0.2, -0.2], [0.4, -0.5, 0.4], [0.0, 0.4, 0.1], [-2.0, -0.9, -1.4], [-0.6, -0.1, 0.7], [-0.7, 1.7, -0.5], [0.7, -0.5, -0.2], [0.4, 0.6, -0.1], [0.6, -0.1, 0.9], [1.2, -0.9, -0.6], [0.2, 1.2, 0.6], [0.0, -0.6, 0.5], [-0.3, 0.2, -0.3], [-0.9, -1.3, -0.2], [1.8, 1.7, -0.3], [-0.3, -0.1, 0.6], [0.7, -0.5, 0.2], [-0.2, -0.1, -0.1], [0.8, 0.2, 0.1], [-0.9, 0.2, -0.7], [-0.2, -0.1, -0.7], [-0.1, -0.6, 0.2], [-0.1, 0.1, 1.0]], "lowdin_charge": [-0.13, -0.17, 0.07, 0.08, 0.07, 0.02, -0.06, -0.43, -0.14, -0.22, -0.08, 0.01, 0.07, 0.07, 0.07, 0.12, 0.10, 0.12, 0.08, 0.08, 0.07, 0.07, 0.07, -0.05, -0.46, -0.18, -0.22, -0.12, 0.06, 0.07, 0.06, 0.08, 0.13, 0.14, 0.13, 0.09, 0.08, 0.09, 0.08, 0.05, -0.03, -0.40, -0.16, -0.23, -0.09, 0.04, 0.04, 0.08, 0.08, 0.12, 0.11, 0.12, 0.08, 0.08, 0.08, 0.09, 0.05, -0.03, -0.43, -0.14, -0.21, -0.04, 0.04, 0.08, 0.07, 0.06, 0.12, 0.13, 0.10, 0.09, 0.08, 0.08, 0.05, 0.07, -0.04, -0.43, -0.25, -0.15, -0.11, 0.05, 0.08, 0.07, 0.06, 0.12, 0.13, 0.10, 0.08, 0.08, 0.06, 0.07, 0.06, -0.09, -0.41, -0.18, -0.18, -0.11, 0.02, 0.07, 0.07, 0.08, 0.12, 0.10, 0.12, 0.08, 0.07, 0.08, 0.06, 0.06, -0.05, -0.49, -0.19, -0.21, -0.08, 0.05, 0.07, 0.08, 0.07, 0.13, 0.12, 0.11, 0.08, 0.08, 0.09, 0.01, 0.07, -0.04, -0.39, -0.21, -0.19, -0.11, 0.03, 0.05, 0.08, 0.06, 0.11, 0.12, 0.12, 0.09, 0.08, 0.09, 0.06, 0.07, -0.06, -0.44, -0.20, -0.19, -0.14, 0.05, 0.08, 0.08, 0.08, 0.11, 0.13, 0.12, 0.07, 0.07, 0.10, 0.07, 0.05, -0.23, -0.29, -0.05, -0.08, 0.11, 0.12, 0.11, 0.13, 0.10, 0.05, -0.17, -0.20, -0.09, -0.09, 0.11, 0.11, 0.12, 0.10, 0.01, 0.03, -0.21, -0.22, -0.05, -0.09, 0.12, 0.11, 0.11, 0.13, 0.09, 0.06]}